DFT (wB97M-V/def2-TZVPD) results for a cluster of 7 separate species, C37H75N4O11 in total at a distorted geometry.

Last column: Löwdin charge in e.
Atoms and positions in Å:
1 O 4.998 -0.237 -10.285  0.03
2 O 4.805 -0.095 -5.018  -0.02
3 O 5.352 -2.406 -9.865  0.04
4 O 4.485 -1.744 -6.493  0.03
5 O 10.198 -1.546 -8.685  0.08
6 O 9.525 0.561 -8.691  0.02
7 O 8.049 -0.943 -9.020  0.03
8 O 2.472 -3.244 -13.966  0.14
9 O 5.388 0.212 -7.103  0.01
10 O 6.136 -4.428 -13.778  0.08
11 O 3.476 -1.728 -10.795  -0.04
12 N 6.838 -5.852 -8.378  -0.23
13 N 0.325 2.292 -7.797  -0.26
14 N 1.835 -3.328 -12.876  0.08
15 N 6.669 -3.490 -14.557  0.06
16 C 7.663 -2.213 -12.653  -0.01
17 C 7.158 -1.217 -16.338  -0.16
18 C 3.366 -4.918 -6.941  -0.13
19 C 7.594 -1.176 -14.887  -0.15
20 C -1.112 2.653 -8.176  -0.14
21 C 5.338 -5.744 -8.282  -0.11
22 C 9.244 -0.647 -8.874  -0.86
23 C 7.562 -4.483 -8.226  -0.04
24 C 1.288 -5.731 -12.943  -0.02
25 C 1.932 -4.611 -12.077  -0.38
26 C 7.229 -6.334 -9.851  -0.04
27 C 4.566 -1.402 -10.294  -0.87
28 C 2.117 0.719 -8.283  -0.13
29 C 1.170 -0.862 -12.861  -0.02
30 C 4.924 -0.484 -6.180  -0.88
31 C 6.405 -3.685 -16.052  -0.42
32 C 8.585 -4.375 -9.373  -0.16
33 C 1.745 0.632 -6.794  -0.13
34 C -0.516 -2.640 -13.846  0.03
35 C 3.433 -5.095 -11.895  0.01
36 C 0.052 -2.398 -11.394  -0.17
37 C 7.386 -6.926 -7.478  0.02
38 C 1.113 3.568 -7.427  0.07
39 C 0.394 1.330 -6.600  -0.09
40 C 1.148 -4.504 -10.746  -0.14
41 C -0.163 -3.785 -10.838  -0.17
42 C 7.236 -2.657 -16.819  -0.15
43 C 8.590 -5.635 -10.109  -0.17
44 C 4.910 -3.720 -16.382  -0.01
45 C 5.453 -1.459 -13.767  0.01
46 C 7.092 -5.046 -16.461  -0.02
47 C 0.954 1.439 -8.912  -0.10
48 C 6.834 -2.120 -13.933  -0.42
49 C 0.665 -2.324 -12.786  -0.37
50 C -1.829 3.458 -7.098  -0.22
51 C -3.302 3.522 -7.432  -0.11
52 C 4.841 -5.157 -6.893  -0.21
53 H 9.504 -4.049 -8.889  0.12
54 H 8.164 -5.068 -16.270  0.09
55 H -0.889 -1.856 -11.302  0.13
56 H 6.799 -3.712 -8.142  0.11
57 H 0.874 4.004 -6.461  0.11
58 H 8.854 -5.562 -11.164  0.12
59 H 7.646 -0.182 -14.439  0.14
60 H 7.673 -0.552 -17.029  0.13
61 H 3.310 -6.093 -11.476  0.09
62 H 3.982 -4.383 -11.281  0.07
63 H 0.369 1.900 -5.674  0.13
64 H 4.731 -3.586 -17.449  0.10
65 H 6.922 -5.106 -17.536  0.10
66 H 1.727 -0.458 -12.017  0.08
67 H 6.688 -5.949 -16.005  0.08
68 H 5.114 -4.904 -8.943  0.11
69 H 1.442 -6.683 -12.437  0.10
70 H 1.072 -5.456 -10.217  0.13
71 H 8.675 -2.595 -12.794  0.10
72 H 1.133 2.039 -9.804  0.14
73 H -1.482 1.635 -8.293  0.12
74 H 6.867 -2.556 -17.841  0.13
75 H 4.831 -1.475 -14.657  0.07
76 H -3.733 2.701 -8.011  0.08
77 H 1.744 -4.028 -9.962  0.12
78 H 1.917 -0.743 -13.653  0.08
79 H 2.197 -0.308 -8.631  0.11
80 H -0.325 0.517 -6.677  0.13
81 H 6.158 -1.907 -9.652  0.07
82 H 9.404 -6.282 -9.769  0.11
83 H 3.176 -4.550 -5.932  0.09
84 H 0.785 -1.882 -10.770  0.10
85 H 0.473 -0.128 -13.267  0.10
86 H -3.987 3.611 -6.588  0.08
87 H 0.824 4.209 -8.259  0.11
88 H -3.623 4.336 -8.087  0.08
89 H 8.266 -2.994 -16.928  0.12
90 H 5.109 -5.696 -5.986  0.12
91 H 1.681 -5.856 -13.954  0.09
92 H 5.460 -0.482 -13.277  0.12
93 H 7.474 -6.582 -6.450  0.11
94 H -1.087 3.187 -9.126  0.14
95 H 3.838 -5.213 -12.899  0.06
96 H -1.430 4.471 -7.072  0.11
97 H -0.243 -2.243 -14.822  0.09
98 H -0.793 -4.365 -11.517  0.11
99 H 6.109 -0.915 -16.380  0.11
100 H 5.061 -1.949 -12.870  0.08
101 H 8.684 -1.284 -14.866  0.13
102 H 8.359 -7.239 -7.857  0.10
103 H 7.260 -2.762 -11.801  0.06
104 H 7.263 -7.413 -9.973  0.13
105 H 8.249 -3.533 -9.979  0.09
106 H 2.966 -4.175 -7.630  0.07
107 H 6.732 -7.789 -7.595  0.11
108 H 4.796 -6.627 -8.615  0.13
109 H -1.728 2.920 -6.155  0.11
110 H 5.056 -4.096 -6.736  0.09
111 H 0.230 -5.608 -13.178  0.08
112 H -0.670 -3.703 -14.037  0.07
113 H 2.980 1.354 -8.481  0.12
114 H -0.616 -3.839 -9.848  0.13
115 H 2.496 0.921 -6.059  0.12
116 H 0.173 0.739 -9.215  0.12
117 H 10.889 -0.874 -8.555  0.11
118 H 7.809 -1.240 -12.177  0.11
119 H 4.316 -2.892 -15.990  0.06
120 H 4.410 -4.593 -15.966  0.09
121 H 6.524 -5.764 -10.456  0.12
122 H 8.092 -4.464 -7.274  0.14
123 H 4.727 -1.622 -7.427  0.07
124 H -1.420 -2.297 -13.350  0.09
125 H 1.510 -0.410 -6.576  0.12
126 H 2.831 -5.855 -7.120  0.07
127 H 2.151 3.265 -7.552  0.11

Output
Max |F| ... 5.926 eV/A
E ... -68050.2693 eV
Net charge ... +1
LUMO ... -0.216 Ha
Energy above the lowest of the compared OMol25 structures with the same formula, charge and spin ... 0.0 kcal/mol
HOMO ... -0.28273 hartree